ORCA calculation (wB97M-V/def2-TZVPD) on a molecular structure, C33H28CsN7O5.

The geometry in ORCA input format:
```
! RIJCOSX wB97M-V def2-TZVPD def2/J DEFGRID3
* xyz -2 1
Cs -0.1031 -0.0304 -0.5792
C -3.3264 -0.8077 1.5738
C -3.0553 -2.2180 1.1476
C -3.2180 -3.2836 2.0351
C -2.8990 -4.5599 1.6197
C -2.4463 -4.7514 0.3235
C -2.3248 -3.6414 -0.5005
N -2.6103 -2.4050 -0.0945
C -1.8678 -3.7942 -1.9164
C -2.2524 -4.9065 -2.6592
C -1.8214 -5.0096 -3.9697
C -1.0305 -4.0051 -4.4943
C -0.6990 -2.9232 -3.6816
N -1.1061 -2.8259 -2.4183
C 0.1137 -1.7954 -4.2242
C 1.1856 -2.0369 -5.0700
C 1.8882 -0.9423 -5.5565
C 1.4823 0.3250 -5.1993
C 0.3834 0.4830 -4.3463
C -0.0778 1.8398 -3.9205
N -0.2720 -0.5726 -3.8608
H -4.0860 -0.7646 2.3547
H -3.6403 -0.2008 0.7268
H -2.4046 -0.3816 1.9728
H -3.5691 -3.0931 3.0408
H -2.9883 -5.3990 2.2986
H -2.1625 -5.7331 -0.0301
H -2.9018 -5.6536 -2.2240
H -2.1201 -5.8513 -4.5824
H -0.7022 -4.0288 -5.5243
H 1.4775 -3.0489 -5.3173
H 2.7452 -1.0847 -6.2039
H 2.0017 1.2032 -5.5587
H 0.1824 2.5874 -4.6695
H 0.4313 2.1151 -2.9889
H -1.1592 1.8621 -3.7819
C 4.5869 2.1251 -0.7772
O 4.0920 3.4491 -0.9102
C 3.0642 3.7423 -0.0270
C 3.2742 4.7397 0.8964
C 2.2766 5.1183 1.8003
C 1.0639 4.4561 1.7536
C 0.8295 3.4551 0.8144
C -0.5006 2.8228 0.7100
N -1.1669 2.1867 1.5949
N -0.6048 2.1070 2.8613
C -0.1693 0.9630 3.2213
O -0.2155 -0.1260 2.4501
C 0.3987 0.8501 4.5948
C 0.7671 2.0011 5.2891
C 1.2733 1.9100 6.5740
C 1.4252 0.6679 7.1804
C 1.0732 -0.4802 6.4875
C 0.5644 -0.3920 5.1981
C 1.8177 3.0451 -0.1302
O 1.6106 2.0981 -0.9734
H 5.3647 2.0025 -1.5319
H 3.7944 1.3952 -0.9391
H 5.0237 1.9776 0.2176
H 4.2454 5.2234 0.9013
H 2.4553 5.9054 2.5220
H 0.2706 4.7116 2.4472
H -0.9838 2.8601 -0.2679
H 0.6547 2.9567 4.7950
H 1.5628 2.8109 7.1019
H 1.8294 0.5972 8.1834
H 1.2052 -1.4535 6.9437
H 0.3144 -1.2916 4.6529
O -4.7750 3.0794 -5.7930
N -4.5176 2.8394 -4.5965
O -3.3205 2.6170 -4.3230
N 1.5333 -1.9587 2.4559
C 2.3067 -2.8230 2.3305
H 0.5288 -0.8561 2.5709
*
```

The value obtained for the total energy is -2053.9474 hartree.

ORCA calculation (wB97M-V/def2-TZVPD) on a molecular structure, C33H28CsN7O5.

The geometry in ORCA input format:
```
! RIJCOSX wB97M-V def2-TZVPD def2/J DEFGRID3
* xyz -2 1
Cs 0.7448 0.0593 0.2876
C -0.8862 1.6194 2.5371
C -1.4635 0.3797 3.1655
C -1.3890 0.1923 4.5458
C -1.8889 -0.9673 5.0904
C -2.4821 -1.8978 4.2537
C -2.5320 -1.6315 2.8983
N -2.0258 -0.5175 2.3605
C -3.1769 -2.6161 1.9743
C -4.2646 -3.3721 2.4102
C -4.8064 -4.3011 1.5475
C -4.2694 -4.4394 0.2786
C -3.2103 -3.6193 -0.0916
N -2.6802 -2.7346 0.7478
C -2.6164 -3.6823 -1.4793
C -3.0976 -4.5642 -2.4410
C -2.5299 -4.5387 -3.7054
C -1.5083 -3.6495 -3.9706
C -1.0679 -2.8083 -2.9470
C 0.0541 -1.8350 -3.1388
N -1.6259 -2.8366 -1.7348
H -1.1382 2.5051 3.1203
H -1.2391 1.7357 1.5121
H 0.2042 1.5383 2.5112
H -0.9097 0.9394 5.1657
H -1.7940 -1.1711 6.1492
H -2.8223 -2.8456 4.6462
H -4.6790 -3.2187 3.3968
H -5.6462 -4.9123 1.8554
H -4.6798 -5.1706 -0.4038
H -3.8970 -5.2595 -2.2238
H -2.8902 -5.2102 -4.4761
H -1.0480 -3.5988 -4.9500
H 0.3126 -1.7122 -4.1909
H 0.9375 -2.1789 -2.5926
H -0.2094 -0.8644 -2.7198
C 4.8485 1.3359 3.2141
O 4.5268 2.5889 2.6248
C 4.4191 2.5704 1.2514
C 5.0459 3.5876 0.5637
C 4.9467 3.6931 -0.8276
C 4.2295 2.7211 -1.5099
C 3.6119 1.6706 -0.8304
C 2.9373 0.5947 -1.6133
N 1.9605 0.7001 -2.4263
N 1.4124 1.9358 -2.7322
C 0.3261 2.3241 -2.1254
O -0.3297 1.7465 -1.1883
C -0.2099 3.6409 -2.6581
C 0.5507 4.5018 -3.4490
C 0.0145 5.6970 -3.9112
C -1.2928 6.0551 -3.5897
C -2.0525 5.2072 -2.7928
C -1.5086 4.0133 -2.3255
C 3.6196 1.5830 0.5962
O 2.9163 0.7084 1.2303
H 4.8691 1.4974 4.2925
H 5.8416 1.0045 2.8862
H 4.1172 0.5727 2.9566
H 5.6061 4.3145 1.1431
H 5.4269 4.5077 -1.3564
H 4.1353 2.7619 -2.5898
H 3.3233 -0.4224 -1.4992
H 1.5667 4.2098 -3.6858
H 0.6199 6.3598 -4.5205
H -1.7101 6.9878 -3.9526
H -3.0693 5.4799 -2.5282
H -2.0739 3.3415 -1.6888
O 0.2222 -3.3198 4.7741
N 0.4325 -3.0939 3.5891
O 1.3088 -3.8265 3.0432
N 1.8371 -3.3392 0.7559
C 2.2591 -3.1802 -0.3145
H 1.5361 -3.5467 1.8055
*
```

The value obtained for the total energy is -2053.8972 hartree.

ORCA calculation (wB97M-V/def2-TZVPD) on a molecular structure, C33H28LuN9S.

The geometry in ORCA input format:
```
! RIJCOSX wB97M-V def2-TZVPD def2/J DEFGRID3
* xyz 2 1
Lu -0.0669 0.7517 -0.2562
C 3.2801 -2.6527 4.6565
C 2.7497 -2.2202 3.3196
C 2.1375 -3.1312 2.4522
C 1.6239 -2.7423 1.2334
C 1.7113 -1.4163 0.7810
N 1.0931 -1.0135 -0.4210
C 1.1491 -1.8972 -1.5180
C 2.2994 -2.6439 -1.7929
C 2.3721 -3.4929 -2.8790
C 1.3128 -3.6210 -3.7777
C 1.4213 -4.5120 -4.9817
C 0.1797 -2.8620 -3.5371
C 0.0899 -2.0309 -2.4236
N -1.1518 -1.3135 -2.2609
C -2.3776 -1.7953 -2.5360
C -3.2631 -0.7378 -2.5867
C -2.4794 0.3815 -2.3372
N -1.1963 0.0409 -2.1397
C 2.3303 -0.5110 1.6528
C 2.8234 -0.9049 2.8982
N 2.4815 0.8877 1.3332
C 3.6124 1.6066 1.3848
C 3.2786 2.9454 1.3085
C 1.8884 2.9559 1.2262
N 1.3959 1.7150 1.2478
H 3.6423 -3.6789 4.6142
H 2.5066 -2.6098 5.4252
H 4.1042 -2.0193 4.9811
H 2.0568 -4.1699 2.7496
H 1.1483 -3.4778 0.5978
H 3.1460 -2.5551 -1.1244
H 3.2799 -4.0599 -3.0445
H 2.0187 -5.3942 -4.7552
H 1.9030 -3.9944 -5.8128
H 0.4428 -4.8483 -5.3215
H -0.6479 -2.9026 -4.2349
H -2.5162 -2.8532 -2.6844
H -4.3167 -0.7809 -2.7981
H -2.7611 1.4225 -2.2759
H 3.2727 -0.1538 3.5375
H 4.5642 1.1119 1.4895
H 3.9488 3.7861 1.3379
H 1.2126 3.7938 1.1446
N -4.8694 -2.3515 4.9378
C -4.1820 -1.8643 4.1592
C -3.3170 -1.2528 3.1871
C -3.8513 -0.6118 2.0742
C -2.9799 -0.0456 1.1680
N -1.6465 -0.0894 1.3130
C -1.1402 -0.7011 2.3974
C -1.9382 -1.2958 3.3550
H -4.9191 -0.5594 1.9199
H -3.3586 0.4513 0.2830
H -0.0630 -0.7147 2.5029
H -1.4922 -1.7801 4.2113
N 1.1854 2.2543 -1.9516
C 0.2515 3.2910 -1.6750
N -0.7650 2.9566 -0.9344
C -1.5935 4.0545 -0.7040
C -2.7682 4.0598 0.0457
C -3.4414 5.2542 0.1872
C -2.9625 6.4333 -0.4016
C -1.7993 6.4432 -1.1421
C -1.1205 5.2344 -1.2860
S 0.3523 4.9221 -2.1616
H 1.0089 1.8087 -2.8499
H 2.1550 2.5513 -1.9101
H -3.1405 3.1560 0.5116
H -4.3545 5.2891 0.7652
H -3.5162 7.3529 -0.2730
H -1.4346 7.3514 -1.6014
*
```

The value obtained for the total energy is -3400.5236 hartree.

ORCA calculation (wB97M-V/def2-TZVPD) on a molecular structure, C33H28N3O6PbS5.

The geometry in ORCA input format:
```
! RIJCOSX wB97M-V def2-TZVPD def2/J DEFGRID3
* xyz -1 1
Pb 0.6121 0.4486 0.3843
O 2.7913 1.0449 -3.5852
S 2.5945 0.5342 -2.2481
O 2.0203 1.5402 -1.3249
O 1.8609 -0.7178 -2.1829
C 4.2672 0.1853 -1.6443
C 5.2752 0.5417 -2.5309
C 6.6106 0.2929 -2.2493
C 6.9553 -0.3373 -1.0701
C 5.9615 -0.6914 -0.1698
C 4.6224 -0.4336 -0.4327
S 3.5101 -0.8323 0.9328
O 4.3637 -1.2549 2.0170
O 2.5333 -1.8166 0.5002
O 2.8559 0.4792 1.1972
H 4.9851 1.0086 -3.4605
H 7.3727 0.5892 -2.9594
H 7.9921 -0.5491 -0.8397
H 6.2071 -1.1647 0.7697
S -1.9278 3.3009 -2.6123
C -2.4025 1.7272 -1.9362
N -3.6207 1.3382 -1.3910
C -3.7812 -0.1107 -1.3349
C -3.1482 -0.7835 -2.5494
N -1.7242 -0.4833 -2.5972
C -0.9040 -1.2737 -3.5006
C -0.8601 -2.7172 -3.0636
C -0.1099 -3.0767 -1.9434
C -0.0945 -4.3915 -1.5087
C -0.8263 -5.3635 -2.1833
C -1.5669 -5.0152 -3.3012
C -1.5805 -3.6947 -3.7374
C -1.5401 0.8940 -2.5482
S -0.5900 1.9857 -3.5674
C -4.2305 2.1341 -0.3297
C -4.0762 1.5700 1.0639
C -2.9409 1.8572 1.8130
C -2.7692 1.3104 3.0768
C -3.7385 0.4704 3.6067
C -4.8802 0.1850 2.8703
C -5.0469 0.7352 1.6076
H -4.8515 -0.3410 -1.3088
H -3.3255 -0.5288 -0.4295
H -3.6522 -0.4364 -3.4658
H -3.2815 -1.8622 -2.4672
H 0.1057 -0.8622 -3.4687
H -1.2783 -1.2063 -4.5347
H 0.4808 -2.3235 -1.4371
H 0.5018 -4.6596 -0.6454
H -0.8125 -6.3908 -1.8397
H -2.1327 -5.7681 -3.8368
H -2.1560 -3.4206 -4.6157
H -5.2965 2.2582 -0.5503
H -3.7717 3.1238 -0.3658
H -2.1817 2.5176 1.4097
H -1.8763 1.5456 3.6398
H -3.6075 0.0431 4.5931
H -5.6415 -0.4681 3.2792
H -5.9406 0.5112 1.0345
S 0.7344 4.1922 3.4136
C 0.4834 4.8571 1.8565
C 0.4237 3.8924 0.8952
C 0.5664 2.5637 1.3984
C 0.7413 2.5843 2.7548
C 0.9827 1.4049 3.5921
C 1.5527 1.4717 4.8634
C 1.8254 0.2985 5.5401
C 1.5275 -0.9186 4.9444
C 0.9446 -0.8987 3.6903
N 0.6611 0.2254 3.0411
H 0.3968 5.9261 1.7348
H 0.2844 4.1182 -0.1548
H 1.8090 2.4326 5.2891
H 2.2921 0.3316 6.5167
H 1.7590 -1.8588 5.4239
H 0.7014 -1.8197 3.1723
*
```

The value obtained for the total energy is -4073.9277 hartree.

ORCA calculation (wB97M-V/def2-TZVPD) on a molecular structure, C33H28N3OPSeTeZr.

The geometry in ORCA input format:
```
! RIJCOSX wB97M-V def2-TZVPD def2/J DEFGRID3
* xyz 4 1
Zr 0.6975 -0.6383 0.3341
O -1.4468 -0.3181 -0.8121
N -1.4254 -0.8667 0.4810
C -2.4828 -1.2665 1.1156
C -2.4368 -1.7258 2.4683
C -3.6348 -2.2906 2.9291
C -3.7451 -2.7541 4.2339
C -2.6700 -2.6104 5.0868
C -1.4739 -2.0142 4.6483
C -1.3227 -1.5873 3.3466
P 0.2517 -0.7591 2.9516
C 1.6663 -1.7727 3.3334
C 2.0563 -2.1786 4.6109
C 3.1794 -2.9790 4.7651
C 3.9270 -3.3775 3.6585
C 3.5726 -2.9684 2.3792
C 2.4538 -2.1643 2.2527
C 0.2909 0.7605 3.8685
C 1.5065 1.2362 4.3716
C 1.5251 2.4308 5.0760
C 0.3482 3.1517 5.2561
C -0.8574 2.6877 4.7362
C -0.8927 1.4893 4.0414
H -2.3219 -0.0744 -1.1601
H -3.4393 -1.2572 0.5934
H -4.4830 -2.3661 2.2581
H -4.6691 -3.1998 4.5787
H -2.7478 -2.9407 6.1156
H -0.6793 -1.8814 5.3711
H 1.5101 -1.8610 5.4900
H 3.4809 -3.2937 5.7561
H 4.7988 -4.0050 3.7938
H 4.1549 -3.2735 1.5200
H 2.2487 -1.8523 1.2145
H 2.4243 0.6745 4.2472
H 2.4520 2.7905 5.5042
H 0.3668 4.0752 5.8216
H -1.7694 3.2486 4.8959
H -1.8429 1.1162 3.6759
C 0.1518 -3.9786 0.3627
Te 0.5254 -2.9382 -1.4613
C 2.4236 -3.9100 -1.5358
C 2.4058 -4.8567 -0.3575
C 3.4698 -5.7442 -0.1960
C 3.4769 -6.6271 0.8707
C 2.4241 -6.6352 1.7824
C 1.3620 -5.7629 1.6216
C 1.3509 -4.8726 0.5473
H -0.8051 -4.4864 0.2508
H 0.0445 -3.2599 1.1939
H 3.2085 -3.1588 -1.4857
H 2.4558 -4.3865 -2.5140
H 4.2822 -5.7584 -0.9132
H 4.2950 -7.3269 0.9813
H 2.4224 -7.3402 2.6032
H 0.5288 -5.7948 2.3147
Se 4.1465 -0.0414 -1.1574
N 2.4840 0.2327 -0.4383
C 2.5405 1.4011 0.2476
C 1.4381 2.0492 0.8444
C 1.6610 3.2153 1.5304
C 2.9567 3.8071 1.6137
C 4.0300 3.2477 0.9955
C 3.8408 2.0139 0.2922
N 4.7810 1.3797 -0.3839
H 0.3995 1.7538 0.6783
H 0.8217 3.7358 1.9768
H 3.0630 4.7464 2.1397
H 5.0083 3.7126 0.9973
*
```

The value obtained for the total energy is -4570.1114 hartree.

ORCA calculation (wB97M-V/def2-TZVPD) on a molecular structure, C33H29BBiN5O4S2.

The geometry in ORCA input format:
```
! RIJCOSX wB97M-V def2-TZVPD def2/J DEFGRID3
* xyz 0 1
Bi -0.0140 0.7522 -0.8856
N 4.6290 2.2625 -6.6154
C 4.3403 2.2112 -5.2281
C 3.0428 2.3807 -4.8113
C 2.6947 2.3276 -3.4851
C 3.6580 1.9922 -2.5758
C 4.9843 1.8646 -2.9678
C 5.3410 1.9813 -4.3036
S 3.5942 0.5813 -0.3795
O 3.8587 1.1481 0.8983
O 3.1900 1.8791 -1.2887
N 2.0624 -0.1037 -0.3672
C 2.0499 -1.3708 0.0724
N 3.2035 -1.9864 0.4326
C 3.1893 -3.2103 0.8990
C 1.9879 -3.9187 1.1183
C 0.8756 -3.2526 0.7019
N 0.8688 -2.0224 0.1697
H 3.8941 2.0250 -7.1836
H 5.4477 1.6985 -6.8781
H 2.2987 2.5646 -5.5908
H 1.6779 2.3951 -3.1306
H 5.7735 1.7645 -2.2715
H 6.3673 1.8435 -4.6249
H 4.1849 -3.6081 1.1992
H 1.8989 -4.8765 1.5226
H -0.0586 -3.7631 0.8092
S 1.3825 4.2448 -0.2899
C 2.9811 4.5314 0.1552
C 3.9830 5.0369 -0.6853
C 5.2878 4.9529 -0.1923
C 5.5643 4.4742 1.0924
C 4.5589 3.9815 1.9273
C 3.2354 3.9897 1.4457
N 2.1681 3.3976 2.0184
C 1.1499 3.3994 1.2563
C -0.1862 2.8722 1.6092
C -0.8678 3.5663 2.6247
C -2.1966 3.2553 2.9296
C -2.7149 2.0643 2.3705
C -1.9920 1.3238 1.4197
C -0.7557 1.7234 1.0243
H 3.8330 5.4334 -1.6309
H 6.1251 5.3791 -0.7539
H 6.6084 4.4351 1.4223
H 4.7229 3.5889 2.9301
H -0.4365 4.4526 3.0555
H -2.7744 3.8849 3.6264
H -3.7159 1.7440 2.5885
H -2.4720 0.3784 1.0840
C -7.1179 -3.7914 0.6833
C -5.8478 -3.8114 1.5606
C -6.0925 -2.8453 2.7283
C -5.6896 -5.1572 2.2453
C -4.5829 -3.4159 0.7683
C -4.4233 -3.8464 -0.5508
C -3.2825 -3.5153 -1.3265
C -2.3087 -2.7566 -0.6786
O -1.1887 -2.2703 -1.2656
B -0.5359 -1.4590 -0.2654
O -1.3885 -1.6034 0.9795
C -2.4564 -2.3507 0.6530
C -3.5798 -2.6542 1.3840
H -8.0343 -3.9357 1.3071
H -7.0905 -4.4852 -0.1458
H -7.2437 -2.8001 0.2657
H -7.0984 -3.0472 3.1245
H -6.0298 -1.7963 2.3495
H -5.3667 -2.9063 3.5597
H -6.4550 -5.3200 2.9901
H -4.7626 -5.1695 2.8176
H -5.8220 -6.0225 1.5097
H -5.1688 -4.4518 -1.0222
H -3.2055 -3.9251 -2.3218
H -3.7575 -2.3325 2.3873
*
```

The value obtained for the total energy is -2885.5631 hartree.